C19H56O9 | ωB97M-V with the def2-TZVPD basis set

The geometry in XYZ format:
```
84
Properties=species:S:1:pos:R:3:forces:R:3:lowdin_charge:R:1
C -26.516583 -12.421429 33.340758 0.502 0.656 0.275 -0.054
C -26.496163 -11.669898 34.658713 -0.976 0.170 1.118 -0.483
C -26.349822 -10.156246 34.520301 0.234 -0.455 -0.661 -0.065
O -27.721002 -11.953795 35.370504 0.074 -0.089 0.131 -0.072
H -27.342868 -12.030763 32.742175 0.067 -0.070 -0.152 0.081
H -26.662452 -13.483796 33.509895 0.078 -0.066 -0.034 0.080
H -25.569235 -12.225211 32.831014 -0.137 -0.238 -0.243 0.080
H -25.741016 -12.043731 35.355400 0.142 -0.120 -0.297 0.136
H -27.085354 -9.847303 33.770759 0.197 0.344 -0.034 0.083
H -25.334098 -9.922887 34.190772 -0.141 0.146 -0.264 0.064
H -26.519419 -9.590776 35.432799 -0.137 -0.310 0.200 0.071
H -28.473076 -11.652536 34.848572 0.104 0.033 -0.073 0.081
C -22.078560 -8.332812 29.811648 -0.333 -0.641 0.309 -0.052
C -23.048849 -8.216814 30.987691 0.050 -0.065 0.580 -0.450
C -22.555633 -8.942613 32.234570 1.658 -0.406 -0.724 -0.045
O -23.241661 -6.857876 31.379487 -0.164 0.209 -0.551 -0.083
H -21.876367 -9.403397 29.714585 0.195 0.076 -0.253 0.066
H -21.135737 -7.807315 29.964958 -0.042 0.030 0.209 0.096
H -22.522457 -8.004940 28.873268 -0.064 0.174 0.054 0.047
H -24.008744 -8.671193 30.698276 0.001 0.203 -0.083 0.138
H -23.225256 -9.001702 33.084446 -0.238 0.150 -0.096 0.062
H -21.596676 -8.501707 32.538348 -0.335 0.456 0.281 0.098
H -22.177152 -9.933765 31.951309 -0.718 -0.176 0.075 0.060
H -23.536485 -6.371858 30.588974 -0.132 -0.024 0.223 0.050
C -20.067929 -9.665458 26.835382 -0.421 -0.249 -0.475 -0.055
C -19.774457 -8.329028 26.165647 -0.110 -0.080 0.001 -0.491
C -20.755036 -7.246443 26.580338 -0.165 0.009 0.858 -0.060
O -18.488756 -7.868305 26.557968 0.191 0.544 0.143 -0.049
H -21.002185 -10.099235 26.462429 -0.014 0.151 -0.034 0.084
H -20.170031 -9.591528 27.917206 0.286 0.123 0.033 0.059
H -19.287969 -10.376994 26.559242 0.094 -0.019 0.262 0.079
H -19.807571 -8.469556 25.079138 0.015 0.029 -0.023 0.134
H -20.564542 -7.022831 27.635086 0.090 -0.012 -0.022 0.070
H -21.789618 -7.594751 26.559496 0.027 -0.059 -0.328 0.068
H -20.673265 -6.293389 26.060780 0.162 -0.189 -0.343 0.079
H -17.779874 -8.370100 26.149952 -0.149 -0.219 -0.113 0.088
C -24.473910 -4.227111 33.263559 -0.237 0.181 0.523 -0.053
C -24.808458 -5.446307 34.115411 -0.595 -0.896 -1.486 -0.466
C -25.974249 -6.247376 33.508361 0.121 0.051 -0.497 -0.058
O -23.667346 -6.311648 34.155468 -0.153 0.478 0.466 -0.076
H -25.373873 -3.649179 33.040444 0.078 0.152 0.175 0.080
H -24.046080 -4.516384 32.304977 0.067 -0.207 -0.005 0.062
H -23.745740 -3.621940 33.804599 -0.039 0.197 -0.180 0.081
H -25.166789 -5.173305 35.107569 0.746 0.090 0.300 0.132
H -26.094262 -7.182507 34.055746 -0.197 0.091 0.114 0.059
H -25.761406 -6.520483 32.469782 0.228 0.002 0.042 0.070
H -26.909175 -5.683094 33.461894 -0.014 -0.017 0.357 0.076
H -23.367685 -6.369863 33.228186 -0.075 -0.208 0.264 0.045
C -20.685557 -12.761029 32.574425 -0.206 0.267 -0.089 -0.057
C -19.509509 -12.512036 31.641299 -0.352 -0.162 -0.033 -0.493
C -19.851990 -11.484002 30.578142 -0.372 0.547 -0.051 -0.064
O -18.384712 -12.059763 32.385409 0.093 0.198 -0.095 -0.047
H -20.977344 -11.813732 33.028223 0.077 -0.015 0.101 0.045
H -20.428849 -13.456277 33.375307 -0.029 -0.053 -0.044 0.084
H -21.566841 -13.128040 32.042411 0.136 -0.178 -0.047 0.083
H -19.236133 -13.449475 31.137687 -0.069 0.037 -0.047 0.134
H -20.207230 -10.521043 30.961049 0.434 -0.094 0.580 0.058
H -20.728017 -11.786370 29.996626 0.341 -0.480 -0.239 0.083
H -19.001754 -11.259483 29.935976 -0.044 -0.201 -0.139 0.081
H -18.145259 -12.758622 33.002428 0.029 0.074 0.026 0.088
C -20.651034 -10.349146 35.401837 -0.863 -0.383 -0.272 -0.184
O -20.737203 -10.679079 36.764223 0.087 0.049 0.530 -0.133
H -20.631245 -9.274835 35.191293 0.275 0.066 0.178 0.078
H -19.788418 -10.852409 34.969379 0.191 0.214 0.070 0.070
H -21.528213 -10.742377 34.868141 0.008 0.037 -0.061 0.062
H -21.642861 -10.513774 37.097495 0.488 0.063 -0.456 0.035
C -25.082136 -7.998636 27.346095 -0.149 1.179 -0.574 -0.170
O -25.517190 -8.653202 26.166803 -0.029 -0.696 0.246 -0.111
H -25.901068 -7.430142 27.800920 -0.113 -0.243 0.185 0.077
H -24.670191 -8.688457 28.074844 -0.041 -0.274 -0.165 0.072
H -24.338262 -7.240294 27.090819 0.287 -0.188 0.217 0.057
H -25.494700 -8.045680 25.427388 0.025 0.150 0.033 0.071
C -22.942750 -4.536962 28.857990 0.203 -0.360 0.558 -0.114
O -24.013439 -5.487555 28.939329 0.062 0.351 0.119 -0.152
H -22.595519 -4.455737 27.829875 0.082 0.250 0.023 0.080
H -23.187966 -3.576260 29.315001 -0.292 0.098 -0.373 0.084
H -22.146826 -4.921931 29.498119 0.110 -0.176 -0.294 0.081
H -24.814529 -5.069950 28.607899 -0.018 -0.090 0.061 0.092
C -23.873786 -8.799021 36.738726 0.887 0.759 0.138 -0.127
O -23.357793 -10.030580 37.232118 -0.185 -0.334 -0.170 -0.131
H -23.817179 -8.722611 35.651121 -0.393 -0.462 -0.008 0.055
H -24.867046 -8.580479 37.123845 -0.054 -0.028 -0.143 0.084
H -23.176044 -8.015558 37.054190 -0.282 0.064 0.253 0.089
H -23.992456 -10.491299 37.782238 -0.147 0.086 -0.039 0.092
```
Forces are in eV/Å.

maximum force = 1.85 eV/Å
total charge = 0
LUMO = 0.182 eV
E = -39036.5036 eV
frontier orbital gap = 9.528 eV
SMILES = CC(C)O.CC(C)O.CC(C)O.CC(C)O.CC(C)O.CO.CO.CO.CO

=====

C3H9BrN3 | ωB97M-V with the def2-TZVPD basis set

The geometry in XYZ format:
```
16
Properties=species:S:1:pos:R:3:forces:R:3:nbo_charge:R:1
C 1.750480 1.167952 -0.531906 3.273 -1.493 1.008 -0.679
C 0.580210 0.427327 -1.044200 -1.081 -0.453 -0.821 -0.101
Br 0.920675 -1.138819 -2.133501 0.624 -0.097 -0.404 0.056
N -0.320853 -0.123638 0.038166 -0.341 0.878 0.038 -0.199
N 0.096708 -0.327930 1.355259 0.093 1.875 0.065 -0.679
C -1.572878 -0.522323 -0.196999 2.740 -0.253 2.709 0.373
N -2.220867 -1.004944 0.850574 3.718 2.371 -1.257 -0.710
H 2.493076 0.546440 0.129405 -1.702 0.974 -0.892 0.237
H 1.389237 2.024019 -0.016603 -0.144 0.836 0.709 0.239
H 2.465405 1.526357 -1.301518 -0.973 -0.250 -0.032 0.282
H 0.071325 1.147969 -1.739511 -0.296 -0.947 1.007 0.258
H 0.112410 -1.259527 1.691012 0.369 -1.228 -0.349 0.397
H 0.848347 0.248188 1.716489 -0.210 0.009 -0.547 0.419
H -1.808771 -0.632997 -1.193834 -1.183 -0.019 -1.946 0.239
H -3.043777 -1.412096 0.683122 -4.037 -1.708 0.099 0.424
H -1.760728 -0.665978 1.694045 -0.851 -0.496 0.613 0.442
```
Forces are in eV/Å.

maximum force = 4.59 eV/Å
total charge = +1
LUMO = -3.836 eV
E = -77761.7382 eV
frontier orbital gap = 10.017 eV
SMILES = C[C@@H](Br)/[N+](N)=C/N

=====

CH6ClNSi | ωB97M-V with the def2-TZVPD basis set

The geometry in XYZ format:
```
10
Properties=species:S:1:pos:R:3:forces:R:3:nbo_charge:R:1
C 1.206965 -0.694296 0.403850 -0.776 0.419 -0.117 -1.148
Si -0.344134 -0.175501 -0.462198 -1.145 1.208 -1.551 1.551
N -1.092384 0.998771 0.520838 -1.985 -0.603 -2.278 -1.293
Cl 0.001975 0.275353 -2.714467 0.178 -0.061 2.063 -0.509
H 0.961184 -1.696501 0.670774 0.669 -1.138 0.126 0.250
H 2.050374 -0.534573 -0.202731 0.999 -0.810 -1.490 0.265
H 1.591497 -0.185421 1.268755 -0.951 0.560 0.845 0.263
H -1.560518 -0.973908 -0.904885 1.040 -0.224 0.677 -0.171
H -1.982758 1.389379 0.195270 0.335 -0.596 -0.059 0.397
H -0.832201 1.596698 1.224794 1.637 1.245 1.786 0.397
```
Forces are in eV/Å.

maximum force = 3.08 eV/Å
total charge = 0
LUMO = 0.807 eV
E = -23025.9967 eV
frontier orbital gap = 10.862 eV
SMILES = C[Si@@H](N)Cl